C23H26IN4O2RhS4 | the ωB97M-V functional and the def2-TZVPD basis

Output
energy: -88760.7518 eV
HOMO level (alpha / beta): -12.511 / -12.488 eV
2S+1: 5
total charge: +2
max |F|: 0.0317 hartree/bohr

Last column: Löwdin spin population.
Atoms and positions in Å:
I 4.3728 -2.6647 -0.2254  0.849
Rh -1.1180 -1.5926 0.0722  1.703
S -0.3951 -6.3400 1.8436  0.116
S 2.3628 1.0299 -0.8106  0.009
S -2.2679 2.1169 -0.0588  0.011
S -5.4604 -2.5575 1.6819  0.097
O -1.8167 0.7050 0.2486  0.038
O 0.1047 -0.8681 -1.1662  0.103
N 1.4183 -4.7696 0.6583  0.087
N -0.7493 -3.8983 1.0200  0.048
N -3.0117 -2.2606 0.8966  0.018
N -4.3854 -0.4660 0.3366  0.072
C -1.5847 1.4141 -2.6901  0.000
C 4.7860 1.5099 0.3900  -0.004
C 2.1734 2.8415 -0.7459  0.001
C -3.0916 -3.4893 1.5033  0.046
C -3.0124 3.5504 -3.7549  0.000
C 0.1664 -4.8313 1.0858  0.045
C 3.3029 -0.0433 1.5153  0.063
C -4.1781 -1.6479 0.8941  0.039
C -0.8428 3.2773 0.2321  0.001
C 0.3062 2.6341 0.9856  0.000
C 0.5505 -2.0551 -1.0611  -0.003
C 4.2153 -0.1514 2.5515  0.025
C -1.9231 -5.6237 2.0331  0.251
C -2.2664 2.2905 -1.8668  0.001
C 3.5799 0.8169 0.4471  0.038
C -1.9378 -4.3365 1.5419  0.068
C -4.3399 -3.8070 1.9847  0.233
C -1.6228 1.6113 -4.0622  0.000
C -2.9767 3.3628 -2.3844  0.000
C 1.6438 3.2797 0.6153  0.001
C 5.7024 1.3580 1.4098  0.019
C 5.4115 0.5448 2.5022  -0.003
C -2.3430 2.6703 -4.5919  0.000
H -3.5503 0.0331 0.0309  0.002
H -1.0290 0.5897 -2.2711  0.000
H -3.5684 4.3782 -4.1648  0.000
H 0.3339 1.5619 0.7594  0.000
H 2.3804 3.0277 1.3798  0.000
H 2.3464 -0.5464 1.5585  0.000
H -5.2797 -0.0061 0.3825  0.001
H 1.4919 3.0861 -1.5600  0.000
H 0.3359 -2.7858 -1.8539  0.003
H -1.2726 4.1048 0.7948  0.000
H -4.6438 -4.6984 2.4951  0.007
H 6.6503 1.8670 1.3488  0.001
H 0.1434 2.7337 2.0597  0.000
H -1.0952 0.9321 -4.7150  0.000
H 6.1258 0.4518 3.3050  0.000
H 3.9933 -0.7882 3.3932  0.000
H 2.0253 -5.5653 0.7604  0.001
H 1.7986 -3.9393 0.2300  0.002
H 1.5023 -2.1864 -0.5228  0.002
H -3.4896 4.0412 -1.7208  0.000
H 3.1391 3.3061 -0.9412  0.000
H 1.5264 4.3651 0.6032  0.000
H -2.7365 -6.1559 2.4815  0.007
H 5.0195 2.1307 -0.4605  0.000
H -0.5279 3.6436 -0.7434  0.000
H -2.3926 2.8086 -5.6603  0.000



C23H26N2O2S | the ωB97M-V functional and the def2-TZVPD basis

Output
energy: -42183.9198 eV
HOMO level: -7.903 eV
2S+1: 1
energy above the lowest of the compared OMol25 structures with the same formula, charge and spin: 16.1 kcal per mole
SMILES: COc1ccccc1[C@@H](CNC(=O)CSc1ccc2ccccc2c1)N(C)C
max |F|: 0.0106 hartree/bohr

Last column: natural (NBO) charge in e.
Atoms and positions in Å:
S -2.1614 0.2914 -1.4031  0.248
O 1.8972 -0.0629 4.1736  -0.519
O -0.3629 -1.7265 1.4507  -0.632
N 1.2562 2.7843 1.2758  -0.451
N 0.2543 0.1401 0.3252  -0.634
C -2.0361 -0.6299 0.1563  -0.636
C -0.4351 0.0368 4.8704  -0.307
C 2.1720 -1.0000 5.1864  -0.251
C -0.5845 -2.5435 -4.6237  -0.086
C -0.3273 -2.8072 -3.2629  -0.168
C -1.7968 -0.5472 -3.9327  -0.203
C 1.4882 1.5091 1.9531  -0.085
C 1.5226 0.3079 0.9866  -0.233
C -0.6285 -0.7943 0.7199  0.676
C -1.5329 -0.8385 -2.6169  -0.177
C -0.1262 -3.3878 -5.6554  -0.167
C -0.9121 1.6833 2.7035  -0.205
C -1.1356 -1.9537 -7.2993  -0.206
C 2.1326 3.0136 0.1436  -0.410
C -1.3318 -1.3843 -4.9626  -0.039
C -1.5928 -1.1144 -6.3232  -0.189
C -1.7107 0.5184 4.6296  -0.191
C -0.7835 -1.9782 -2.2775  -0.189
C 0.3725 1.2211 2.9324  -0.089
C 1.3820 3.8769 2.2234  -0.415
C 0.6129 0.3756 4.0242  0.386
C -0.3962 -3.0996 -6.9639  -0.220
C -1.9549 1.3423 3.5485  -0.251
H 1.8939 2.3308 -0.6694  0.195
H 0.2468 -3.6845 -3.0016  0.212
H 2.4137 3.9943 2.5901  0.166
H -2.6123 -0.0425 0.8746  0.263
H 1.5765 -1.9089 5.0586  0.184
H 3.2285 -1.2432 5.0817  0.199
H -2.5136 -1.6037 0.0449  0.251
H 0.7317 3.6989 3.0767  0.215
H -0.0963 0.9376 -0.1886  0.413
H -0.0439 -3.7511 -7.7501  0.214
H -1.3398 -1.7424 -8.3389  0.214
H -0.5611 -2.2019 -1.2466  0.218
H 0.4416 -4.2686 -5.3909  0.210
H 1.0763 4.8033 1.7388  0.200
H -1.0845 2.3247 1.8524  0.229
H -2.3715 0.3327 -4.1818  0.214
H 1.9958 -0.5823 6.1832  0.174
H 3.1985 2.9083 0.3993  0.166
H 2.3182 0.4098 0.2456  0.202
H -2.9509 1.7134 3.3579  0.212
H 1.7018 -0.5964 1.5725  0.248
H -2.5150 0.2381 5.2935  0.213
H 2.4525 1.5180 2.4934  0.200
H 1.9671 4.0282 -0.2163  0.206
H -2.1627 -0.2318 -6.5761  0.211
H -0.2724 -0.6136 5.7149  0.217



C23H26N2O4 | the ωB97M-V functional and the def2-TZVPD basis

Output
energy: -35445.9147 eV
HOMO level: -8.805 eV
2S+1: 1
energy above the lowest of the compared OMol25 structures with the same formula, charge and spin: 0.5 kcal per mole
SMILES: O=C(CCC1CCCCC1)Nc1cccc(C(=O)Nc2ccc(C(=O)O)cc2)c1
max |F|: 0.0124 hartree/bohr

Last column: natural (NBO) charge in e.
Atoms and positions in Å:
O -1.1104 2.2511 3.1965  -0.595
O 1.7046 5.7269 9.3851  -0.599
O -0.4953 5.3659 9.3483  -0.688
O 1.1160 -1.6748 -2.2922  -0.604
N -0.2151 -0.9962 -0.5722  -0.627
N 1.0075 2.9722 3.6687  -0.621
C 1.4899 0.7494 -0.7988  -0.246
C 0.0989 -4.2674 -5.2732  -0.391
C 0.1470 -1.8393 -1.5908  0.693
C -2.1324 -3.3778 -4.6028  -0.397
C 0.7326 5.3089 8.8033  0.780
C -0.4042 4.2368 6.8397  -0.127
C 0.4313 0.1527 -0.1170  0.242
C 0.7541 4.6973 7.4623  -0.218
C -1.5880 -3.6804 -7.0323  -0.395
C 0.5927 1.8546 1.5944  -0.124
C -0.3477 3.6648 5.5858  -0.287
C 0.8776 3.5417 4.9308  0.266
C 2.0727 1.8966 -0.2915  -0.187
C -0.0160 0.7220 1.0716  -0.234
C -2.3386 -2.8309 -6.0126  -0.393
C 2.0395 4.0074 5.5536  -0.268
C -0.8102 -3.0149 -1.7148  -0.508
C 0.0542 2.3787 2.8840  0.674
C 1.9783 4.5780 6.8039  -0.141
C -0.1040 -3.7267 -6.6850  -0.394
C -0.4072 -3.9723 -2.8355  -0.375
C -0.6461 -3.4151 -4.2433  -0.226
C 1.6402 2.4536 0.8989  -0.233
H 0.6570 -4.1891 -2.7239  0.219
H -1.9937 -4.6949 -7.0280  0.191
H 1.8445 0.3151 -1.7179  0.256
H -2.5409 -4.3904 -4.5453  0.192
H 2.8788 2.3632 -0.8374  0.219
H -0.2669 -5.2963 -5.2217  0.190
H 0.3140 -2.7196 -6.7477  0.195
H -1.8185 -2.6292 -1.8798  0.223
H -1.9706 -1.8032 -6.0579  0.194
H -1.2432 3.3068 5.1064  0.260
H 2.0940 3.3675 1.2543  0.211
H 0.4281 -4.3554 -7.4024  0.206
H -2.6831 -2.7554 -3.8940  0.198
H -0.9572 -4.9093 -2.7209  0.202
H -1.3512 4.3304 7.3470  0.232
H 1.9539 2.9528 3.3129  0.402
H -0.8432 0.2875 1.6149  0.228
H 2.8686 4.9396 7.2953  0.240
H -0.4403 5.7755 10.2254  0.501
H -1.0230 -1.2622 -0.0252  0.399
H 1.1641 -4.2773 -5.0344  0.210
H -1.7257 -3.2692 -8.0347  0.206
H -0.8104 -3.5496 -0.7607  0.228
H -3.4046 -2.8156 -6.2515  0.205
H -0.2431 -2.3991 -4.2841  0.211
H 2.9903 3.9149 5.0470  0.206